{
  "formula": "C4H6O2",
  "method": "ωB97M-V with the def2-TZVPD basis set",
  "symbols": ["C", "C", "O", "C", "C", "O", "H", "H", "H", "H", "H", "H"],
  "positions_angstrom": [[-1.83592, -0.48544, -0.21112], [0.56687, 0.13138, 1.50817], [1.35647, -0.74701, 0.90783], [1.74974, 0.04275, -0.24475], [0.85549, 1.13895, 0.34610], [0.55006, 2.24802, 0.04257], [-2.91854, -0.36254, -0.24328], [-1.47538, 0.17758, -1.00540], [-1.62487, -1.50710, -0.53129], [-1.44570, -0.41076, 0.85376], [1.39255, -0.41281, -1.16725], [2.82922, 0.18699, -0.25535]],
  "charge": 0,
  "lumo_ev": -0.872,
  "de_lowest_kj_mol": 457.0,
  "orbital_gap_ha": 0.3014
}